A structure of composition C39H35N9O2S2Ti, computed with ωB97M-V with the def2-TZVPD basis set.

Cartesian coordinates (Å):
Ti1 -0.04346 0.63839 -0.82212
C1 -1.63795 -3.55973 1.09845
O1 -0.63935 -2.61629 0.74790
C2 0.22100 -2.22568 1.73196
C3 0.12810 -2.62373 3.05910
C4 1.06220 -2.17205 3.98521
C5 2.09390 -1.33478 3.59717
C6 2.18472 -0.94107 2.26917
C7 1.25091 -1.36915 1.34234
N1 1.33112 -0.90758 -0.02027
N2 2.47557 -1.22250 -0.48596
C8 2.86690 -0.94247 -1.74871
C9 1.99024 -0.42424 -2.71482
O2 0.79597 -0.05323 -2.39998
C10 2.42157 -0.31716 -4.07040
C11 3.68876 -0.65852 -4.40489
C12 4.62715 -1.15457 -3.44467
C13 5.94140 -1.49335 -3.82013
C14 6.82676 -1.97885 -2.89407
C15 6.41682 -2.14168 -1.56183
C16 5.14082 -1.81766 -1.17134
C17 4.21982 -1.31438 -2.10705
H1 -1.19445 -4.48794 1.46377
H2 -2.31483 -3.15885 1.85843
H3 -2.19707 -3.76193 0.18754
H4 -0.65710 -3.29222 3.38092
H5 0.97860 -2.49135 5.01560
H6 2.82602 -0.99462 4.31679
H7 2.97850 -0.28769 1.92790
H8 1.71730 0.07172 -4.79315
H9 4.01907 -0.55185 -5.43187
H10 6.23901 -1.36506 -4.85384
H11 7.83550 -2.23851 -3.18506
H12 7.11619 -2.52885 -0.83221
H13 4.83029 -1.94797 -0.14442
C18 4.74661 4.49793 -0.29457
C19 4.53444 3.28788 -1.19178
N3 3.21264 3.25810 -1.80467
C20 2.11224 2.81875 -1.18568
S1 0.60657 2.84403 -2.05176
N4 2.24496 2.41088 0.07291
N5 1.09544 1.85524 0.53981
C21 0.89227 1.84085 1.80900
C22 1.83695 2.49595 2.75937
C23 -0.34732 1.16020 2.21761
C24 -0.86956 1.25782 3.50358
C25 -2.05808 0.62026 3.80508
C26 -2.70272 -0.10633 2.81678
C27 -2.12210 -0.15732 1.56542
N6 -0.97691 0.45190 1.25972
H14 5.74667 4.47419 0.13941
H15 4.64130 5.42568 -0.85766
H16 4.01786 4.49750 0.51528
H17 5.26124 3.27430 -2.00418
H18 4.65664 2.36589 -0.62307
H19 3.08407 3.63458 -2.72822
H20 1.86020 3.57197 2.57443
H21 1.58377 2.31357 3.79928
H22 2.84756 2.13150 2.57162
H23 -0.35698 1.83655 4.25639
H24 -2.47736 0.69163 4.79994
H25 -3.63652 -0.61707 3.00493
H26 -2.58305 -0.72661 0.76854
N7 -4.31324 1.70837 -0.98578
C28 -4.54284 2.38702 0.24214
C29 -5.73666 2.24731 0.92930
C30 -5.90193 2.89694 2.14520
C31 -4.86799 3.64682 2.68629
C32 -3.66260 3.75740 2.00658
C33 -3.51121 3.14960 0.76956
S2 -2.03990 3.34879 -0.18724
N8 -1.97347 1.77420 -0.85935
C34 -3.05978 1.19539 -1.21065
C35 -2.90812 -0.14840 -1.82146
C36 -3.91389 -0.81773 -2.49787
C37 -3.64078 -2.07634 -3.01136
C38 -2.38370 -2.62320 -2.82134
C39 -1.43071 -1.88341 -2.14138
N9 -1.68476 -0.66854 -1.65456
H27 -5.08163 1.12765 -1.28110
H28 -6.53700 1.64537 0.51455
H29 -6.84249 2.80969 2.67172
H30 -4.99887 4.14777 3.63556
H31 -2.84460 4.33250 2.42215
H32 -4.88379 -0.36744 -2.65810
H33 -4.40121 -2.61789 -3.55754
H34 -2.13278 -3.60223 -3.20356
H35 -0.43276 -2.26246 -1.97114

Its spin multiplicity is 2. As for the net charge: +1. The value obtained for the energy above the lowest of the compared OMol25 structures with the same formula, charge and spin is 0.7 kcal/mol.